(1)
Density functional theory data (the ωB97M-V functional and the def2-TZVPD basis) for C25H20MnN9O7S4 as an isolated structure in a non-equilibrium geometry.

The geometry in XYZ format:
```
66
Properties=species:S:1:pos:R:3
Mn 0.89700 1.05822 0.02190
S 5.71970 1.23552 0.38060
S 1.15270 1.26862 4.90330
S 0.53370 1.16662 -2.35890
S 0.48200 3.30872 0.00530
O 1.72890 -6.09748 3.05550
O 2.29370 -1.39818 1.71440
O -0.18940 -6.22658 -2.79950
O 1.06490 -7.58038 1.61510
O -1.39210 0.76422 0.45360
O -0.23460 -4.10978 -3.29140
O 1.17580 -0.76338 -0.08510
N 1.34750 -6.41958 1.92580
N 3.15740 1.34322 0.44260
N -0.94570 1.45952 3.17790
N 0.00990 -5.04118 -2.51730
N -3.50510 0.05722 0.47010
N 1.23400 1.33792 2.33770
N -2.91160 7.32392 -3.12740
N 4.00200 1.48112 -1.72180
N -3.00700 4.66862 -6.01630
C 4.14590 1.34212 -0.39430
C -0.32180 3.62672 -1.50930
C -1.64750 4.16102 -3.91300
C 0.81730 -3.37918 -0.92530
C -0.29740 2.68162 -2.55920
C 0.39640 1.38592 3.32350
C -2.19240 -0.16298 0.64940
C 4.91770 1.17242 1.91390
C -2.37810 4.43582 -5.08230
C -0.98340 4.83282 -1.67870
C -4.51850 -0.94068 0.72910
C 1.21180 -5.40698 0.94970
C 1.33350 -3.07988 0.32900
C 2.53830 1.23292 2.76260
C 1.53930 -4.07828 1.27030
C -1.65420 5.11572 -2.86320
C -3.89780 1.35022 -0.05980
C -2.34540 6.32962 -3.01680
C 0.53140 -4.72018 -1.24320
C 2.68720 1.18342 4.11360
C -1.72660 -1.51718 1.08440
C 3.56860 1.23812 1.74960
C 1.65350 -1.66288 0.70240
C -0.95270 2.96732 -3.75090
C 0.72750 -5.72828 -0.31050
H -0.82190 -1.40308 1.68110
H 4.77130 1.25922 -2.32720
H -1.45620 -2.07688 0.18830
H 1.93010 -3.83178 2.24330
H -4.36060 -1.83338 0.12210
H -5.49590 -0.53008 0.48780
H 3.58230 1.08662 4.68880
H 0.64100 -2.60378 -1.65570
H -0.92670 2.23862 -4.54660
H -3.55970 2.15102 0.60090
H -3.43290 1.50832 -1.03540
H -1.48120 1.89052 3.91280
H 0.49130 -6.75278 -0.55840
H 5.48320 1.05102 2.81160
H 3.05630 1.36312 -2.08380
H -4.97810 1.39852 -0.15970
H -0.97830 5.54632 -0.86830
H -1.23840 1.63002 2.22060
H -4.52340 -1.22908 1.78330
H -2.46840 -2.07868 1.63760
```

## Properties
<S²>	1.11
relative energy (zero: lowest compared OMol25 entry of this formula, charge and spin)	29.6	kcal per mole
LUMO (spin up / spin down)	0.01931 / 0.01938	hartree
highest occupied orbital energy (spin up / spin down)	-4.13 / -4.36	eV
multiplicity	2
charge	-1

Just the Mulliken charges please, in e? Sure, here they are:
1 Mn 0.965
2 S -0.295
3 S -0.303
4 S -0.542
5 S -0.615
6 O -0.611
7 O -0.608
8 O -0.637
9 O -0.624
10 O -0.387
11 O -0.603
12 O -0.193
13 N 1.037
14 N 0.132
15 N -0.258
16 N 1.073
17 N 0.171
18 N 0.623
19 N -0.608
20 N -0.386
21 N -0.602
22 C 0.330
23 C 0.623
24 C 0.569
25 C -0.555
26 C 0.464
27 C 0.050
28 C 0.192
29 C -0.366
30 C -0.011
31 C -1.089
32 C -0.961
33 C -0.289
34 C 0.294
35 C -0.560
36 C -0.397
37 C 0.555
38 C -0.788
39 C -0.056
40 C -0.274
41 C -0.358
42 C -0.815
43 C -0.217
44 C 0.045
45 C -0.955
46 C -0.214
47 H 0.059
48 H 0.228
49 H 0.192
50 H 0.683
51 H 0.346
52 H 0.264
53 H 0.463
54 H 0.743
55 H 0.506
56 H 0.212
57 H 0.279
58 H 0.242
59 H 0.605
60 H 0.444
61 H 0.011
62 H 0.341
63 H 0.484
64 H 0.023
65 H 0.333
66 H 0.597

(2)
Density functional theory data (the ωB97M-V functional and the def2-TZVPD basis) for a 2-piece molecular cluster, C2H5BrOS overall in a non-equilibrium geometry.

The geometry in XYZ format:
```
10
Properties=species:S:1:pos:R:3
Br 0.91255 2.48196 1.15728
S -1.25470 -0.55441 -1.86013
O -1.34757 0.64946 0.40498
C 0.46008 -0.83021 0.34288
C -0.75005 -0.21445 -0.15629
H -0.02952 3.32750 0.68319
H 0.05999 -1.56997 1.14450
H 1.25650 -0.13798 0.87306
H -0.31639 -1.62245 -2.12323
H 1.00911 -1.52945 -0.46622
```

## Properties
relative energy (zero: lowest compared OMol25 entry of this formula, charge and spin)	15.5	kcal per mole
LUMO	0.02072	hartree
highest occupied orbital energy	-9.91	eV
multiplicity	1
charge	0

Just the Mulliken charges please, in e? Sure, here they are:
1 Br -0.211
2 S -0.220
3 O -0.459
4 C -0.716
5 C 0.668
6 H 0.202
7 H 0.240
8 H 0.140
9 H 0.126
10 H 0.229

(3)
Density functional theory data (the ωB97M-V functional and the def2-TZVPD basis) for a 2-piece molecular cluster, C9H22N2O2 overall in a non-equilibrium geometry.

The geometry in XYZ format:
```
35
Properties=species:S:1:pos:R:3
O 1.96194 3.14696 0.63584
O 1.25694 -1.49095 -0.64818
N -1.08470 -1.27981 -0.75168
N 0.57581 0.44098 0.33052
C 2.11744 0.87133 0.03196
C -0.09532 1.79083 0.38794
C -2.27361 -0.26316 -0.59892
C 0.33057 -0.57052 -0.71500
C 2.67355 1.98233 0.76466
C -1.12981 -1.73742 -2.11570
C 0.57533 -0.18964 1.64970
C -1.24510 -2.35277 0.16744
C 0.71665 2.92657 1.09888
H -2.37101 0.34930 -1.56456
H -3.19464 -0.94585 -0.42886
H -0.88907 -0.89513 -2.90039
H 3.67324 2.36062 0.44986
H -0.49200 -0.31965 1.86629
H 0.09731 3.75682 1.08755
H -0.51762 -3.14734 0.11655
H 0.18324 0.71342 -2.01833
H -2.05314 -2.11202 -2.29016
H -2.12680 0.31317 0.20381
H -0.40974 -2.64255 -2.34553
H 0.83560 2.56963 2.19103
H -1.37946 -2.12661 1.33567
H -2.14627 -2.83961 -0.01944
H -1.11856 1.67026 0.93613
H 1.05541 0.58352 2.30607
H 1.26907 -1.05824 1.52513
H -0.27450 2.05435 -0.62614
H 1.57660 -1.95517 -1.41583
H 2.74073 -0.09595 0.12310
H 2.72334 1.73089 1.88294
H 2.09258 1.11938 -0.98169
```

## Properties
relative energy (zero: lowest compared OMol25 entry of this formula, charge and spin)	120.8	kcal per mole
LUMO	-0.30638	hartree
highest occupied orbital energy	-17.31	eV
multiplicity	1
charge	+2

Just the Mulliken charges please, in e? Sure, here they are:
1 O -0.387
2 O -0.443
3 N 0.210
4 N -0.263
5 C -0.390
6 C -0.189
7 C -0.795
8 C -0.445
9 C -0.600
10 C -0.948
11 C -0.909
12 C -0.886
13 C -0.943
14 H 0.371
15 H 0.363
16 H 0.384
17 H 0.391
18 H 0.384
19 H 0.537
20 H 0.366
21 H 0.300
22 H 0.526
23 H 0.369
24 H 0.385
25 H 0.432
26 H 0.324
27 H 0.511
28 H 0.375
29 H 0.572
30 H 0.299
31 H 0.395
32 H 0.435
33 H 0.387
34 H 0.388
35 H 0.495

(4)
Density functional theory data (the ωB97M-V functional and the def2-TZVPD basis) for C6H13N in the gas phase in a non-equilibrium geometry.

The geometry in XYZ format:
```
20
Properties=species:S:1:pos:R:3
N -1.39898 -0.63259 0.49276
C 2.62924 -0.34030 -0.06708
C -0.14048 -1.01085 -0.01667
C -3.45593 0.83893 -0.22456
C 3.52647 0.76406 0.19293
C 1.13323 -0.26524 0.30979
C -2.06303 0.30133 -0.62737
H 1.46284 0.51466 -0.50068
H 2.96044 1.72573 -0.13690
H 3.68866 1.08047 1.32868
H 3.04573 -1.35374 0.07392
H 4.61008 0.85108 -0.33401
H 0.87743 0.15262 1.35420
H -3.45952 1.81345 0.40539
H -1.38404 1.09859 -0.88298
H -0.08517 -2.11488 -0.18405
H -2.00458 -0.50426 -1.45047
H -3.91519 0.03207 0.36887
H -4.10272 0.95695 -1.05455
H -1.67806 -1.55219 0.16106
```

## Properties
relative energy (zero: lowest compared OMol25 entry of this formula, charge and spin)	183.3	kcal per mole
LUMO	-0.01892	hartree
highest occupied orbital energy	-6.26	eV
multiplicity	1
charge	0

Just the Mulliken charges please, in e? Sure, here they are:
1 N -0.427
2 C -0.355
3 C -0.408
4 C -1.083
5 C -0.981
6 C -0.026
7 C -0.257
8 H 0.072
9 H 0.263
10 H 0.189
11 H 0.279
12 H 0.271
13 H 0.301
14 H 0.260
15 H 0.318
16 H 0.258
17 H 0.295
18 H 0.289
19 H 0.351
20 H 0.393

(5)
Density functional theory data (the ωB97M-V functional and the def2-TZVPD basis) for C21H15ClN3O6SSm as an isolated structure in a non-equilibrium geometry.

The geometry in XYZ format:
```
48
Properties=species:S:1:pos:R:3
Sm -17.82642 -6.60461 -1.86144
Cl -17.71633 -5.24484 0.81605
S -17.79472 -6.35005 -4.77189
O -18.31682 -7.51427 -3.90932
O -13.10267 -5.24304 -2.14007
O -17.65308 -5.31255 -3.72675
O -18.79960 -6.03539 -5.81737
O -16.13742 -8.26937 -0.87727
O -16.48145 -6.70588 -5.30743
N -20.47354 -6.13224 -2.09945
N -14.89796 -6.68236 -1.87005
N -21.33075 -6.70546 -1.42429
C -21.04510 -2.87036 -3.92839
C -13.57244 -8.88952 0.84669
C -19.17528 -9.18830 0.07649
C -21.35357 -9.32808 1.05812
C -22.50995 -4.51203 -4.74269
C -13.82555 -8.04442 -0.24354
C -19.49653 -8.14377 -0.80240
C -21.02604 -5.11601 -2.89792
C -11.29589 -8.13267 0.80002
C -21.68819 -8.30448 0.24478
C -20.48800 -3.84765 -3.05825
C -20.83392 -7.83414 -0.68858
C -22.05496 -5.43567 -3.77763
C -18.64060 -4.42533 -0.55780
C -12.88035 -7.15454 -0.67642
C -15.07948 -7.74377 -1.04525
C -11.57551 -7.18579 -0.16817
C -22.06265 -3.21285 -4.77682
C -13.61256 -6.25222 -1.71406
C -12.33690 -8.85630 1.42735
C -20.02351 -9.76601 1.04455
H -12.09976 -9.48546 2.24866
H -19.51562 -3.58049 -2.65782
H -22.46070 -6.40652 -3.79121
H -22.36894 -2.56392 -5.58667
H -18.13386 -9.67181 0.15245
H -14.26939 -9.58252 1.27752
H -10.19416 -8.18580 1.16951
H -19.62205 -10.60746 1.64465
H -19.67423 -4.32187 -0.18891
H -22.62629 -7.79667 0.28002
H -18.21657 -3.41592 -0.66400
H -20.49053 -1.98078 -4.12379
H -23.25638 -4.91442 -5.38049
H -10.77807 -6.60478 -0.50014
H -22.01677 -9.84723 1.73375
```

## Properties
<S²>	8.76
relative energy (zero: lowest compared OMol25 entry of this formula, charge and spin)	0.0	kcal per mole
LUMO (spin up / spin down)	0.16352 / 0.16353	hartree
highest occupied orbital energy (spin up / spin down)	-2.32 / -2.37	eV
multiplicity	6
charge	-2

Just the Mulliken charges please, in e? Sure, here they are:
1 Sm 1.079
2 Cl -0.305
3 S 1.089
4 O -0.646
5 O -0.680
6 O -0.553
7 O -0.703
8 O -0.659
9 O -0.683
10 N 1.094
11 N -0.291
12 N -0.936
13 C -0.811
14 C -0.427
15 C -0.062
16 C -0.671
17 C -0.672
18 C 0.218
19 C 0.260
20 C -0.046
21 C -0.346
22 C -0.346
23 C 0.236
24 C 0.044
25 C -0.276
26 C -0.965
27 C 0.252
28 C 0.702
29 C -0.436
30 C -0.338
31 C -0.077
32 C -0.502
33 C -0.547
34 H 0.393
35 H 0.265
36 H 0.423
37 H 0.323
38 H 0.051
39 H 0.435
40 H 0.215
41 H 0.330
42 H 0.297
43 H 0.408
44 H 0.389
45 H 0.325
46 H 0.338
47 H 0.491
48 H 0.319

(6)
Density functional theory data (the ωB97M-V functional and the def2-TZVPD basis) for C2H4ClOP in the gas phase in a non-equilibrium geometry.

The geometry in XYZ format:
```
9
Properties=species:S:1:pos:R:3
Cl 3.13140 1.13492 -1.55075
P 1.33079 1.87974 -1.29138
O -0.75761 0.33878 -0.23927
C 0.60935 0.44587 -0.42014
C -1.25552 -0.67032 0.59478
H -0.89329 -0.60449 1.77822
H 1.33679 -0.25767 0.08668
H -2.33513 -0.44701 0.66445
H -1.16678 -1.81982 0.37740
```

## Properties
relative energy (zero: lowest compared OMol25 entry of this formula, charge and spin)	56.9	kcal per mole
LUMO	-0.00020	hartree
highest occupied orbital energy	-8.14	eV
multiplicity	1
charge	0

Just the Mulliken charges please, in e? Sure, here they are:
1 Cl -0.208
2 P 0.087
3 O -0.266
4 C -0.086
5 C -0.629
6 H 0.268
7 H 0.292
8 H 0.269
9 H 0.274

(7)
Density functional theory data (the ωB97M-V functional and the def2-TZVPD basis) for C5H10F3O3SSi as an isolated structure in a non-equilibrium geometry.

The geometry in XYZ format:
```
23
Properties=species:S:1:pos:R:3
S -1.56401 -1.27453 0.14028
Si 1.02300 -0.31533 0.01957
F -3.92132 0.54465 -0.05359
F -2.48238 1.32159 1.41829
F -2.83772 2.30055 -0.60496
O -2.36408 -2.27526 -0.51150
O -1.79044 -1.25276 1.53733
O 0.00992 -1.53363 -0.23322
C -1.52388 0.33536 -0.50579
C 0.57013 0.83159 1.42191
C -2.65334 1.07794 0.01555
C 2.67799 -1.29710 0.31891
C 1.37220 0.58182 -1.64838
H 0.63997 1.22749 -2.12793
H 1.25839 0.69102 2.21605
H 3.52663 -1.13930 -0.44403
H -0.39434 0.47466 1.67991
H 0.44449 1.80943 1.05209
H 2.29694 1.13050 -1.40003
H 2.48946 -2.36424 0.54266
H -1.59765 0.18965 -1.55819
H 1.62870 -0.19501 -2.43037
H 3.19136 -0.86909 1.15545
```

## Properties
relative energy (zero: lowest compared OMol25 entry of this formula, charge and spin)	0.0	kcal per mole
LUMO	0.12799	hartree
highest occupied orbital energy	-4.70	eV
multiplicity	1
charge	-1

Just the Mulliken charges please, in e? Sure, here they are:
1 S 1.074
2 Si 0.805
3 F -0.304
4 F -0.277
5 F -0.321
6 O -0.718
7 O -0.616
8 O -0.289
9 C -0.956
10 C -1.002
11 C 0.631
12 C -1.317
13 C -1.108
14 H 0.367
15 H 0.400
16 H 0.292
17 H 0.300
18 H 0.309
19 H 0.308
20 H 0.280
21 H 0.479
22 H 0.256
23 H 0.409